No. 1
Molecular formula: C46H54F5IN9O4S
Method: DFT, ωB97M-V/def2-TZVPD

LUMO (eV): -4.61
Net charge: +1
HOMO-LUMO gap (eV): 4.88
Highest occupied orbital energy (eV): -9.49

XYZ file:
```
120
C46H54F5IN9O4S ωB97M-V/def2-TZVPD
I 2.72 0.70 -0.03
S 0.75 -0.72 -2.69
F -2.70 -0.08 2.12
F 1.70 -4.22 4.36
F 0.29 -5.28 5.70
F -3.02 -2.07 1.33
F 1.29 -3.50 6.37
O 2.17 -0.81 -2.83
O -0.98 -3.85 -1.10
O 0.33 0.55 -3.26
O -3.18 -4.05 -1.38
N 3.23 -5.61 8.65
N 3.97 6.11 -0.11
N -1.02 -0.97 0.94
N 0.50 -0.57 -6.93
N -4.71 9.75 -2.74
N 4.23 0.54 -4.55
N 0.87 -0.19 0.15
N 1.09 -6.16 1.99
N -2.53 3.31 -2.47
C 3.01 4.15 0.28
C 0.15 -1.34 -8.98
C -4.51 8.39 -2.73
C 0.20 -6.19 0.96
C -2.05 -3.31 -1.25
C -2.08 -1.27 1.89
C -0.59 -2.72 3.52
C 4.05 2.23 -5.97
C 2.68 6.37 0.28
C -5.68 7.80 -2.35
C 4.18 4.76 -0.11
C -2.31 -1.93 5.59
C -2.08 -1.77 -1.32
C -0.98 -1.17 -0.44
C 2.17 -6.12 7.95
C 1.88 -7.35 8.47
C 3.63 -6.52 9.59
C -1.55 2.76 2.01
C 0.70 0.17 2.56
C -0.79 2.14 3.22
C -1.66 -1.86 3.25
C -3.80 3.05 -2.04
C -0.38 -0.57 -7.98
C 0.15 -0.35 1.24
C -6.62 8.83 -2.12
C 2.15 -6.97 1.71
C 5.37 1.72 -6.04
C 3.37 1.48 -5.05
C 5.45 0.69 -5.15
C 1.60 -1.33 -7.25
C -4.26 4.17 -1.40
C -1.26 -2.79 5.86
C 0.69 -7.03 0.00
C -0.41 -3.15 4.84
C 0.01 -2.00 -3.73
C 2.81 -7.61 9.51
C -3.23 5.15 -1.46
C 1.41 -1.83 -8.51
C 0.17 -0.72 -0.97
C 0.65 1.73 2.74
C -2.49 -1.49 4.30
C -5.99 10.02 -2.36
C 1.93 -7.53 0.48
C -2.18 4.58 -2.13
C 2.06 5.18 0.52
C 0.74 -4.10 5.28
H 1.77 -0.11 2.57
H 6.17 2.08 -6.66
H 0.09 -3.05 2.73
H -3.55 7.98 -3.00
H 4.00 -0.14 -3.85
H 0.82 -2.49 -4.28
H 4.47 -6.31 10.24
H 2.41 -1.45 -6.55
H 0.97 2.26 1.84
H 0.96 -5.61 2.81
H 3.64 3.05 -6.54
H 6.27 0.04 -4.89
H -2.09 -1.38 -2.34
H 1.71 -5.55 7.16
H 0.21 -7.26 -0.94
H -3.33 -0.82 4.11
H -2.60 2.45 1.98
H 2.85 3.09 0.38
H -1.28 1.21 3.55
H 2.35 1.53 -4.70
H -7.65 8.71 -1.80
H -3.91 -3.42 -1.50
H 2.97 -7.07 2.41
H -0.55 -2.77 -3.19
H -1.21 4.97 -2.39
H -5.84 6.74 -2.25
H -0.79 2.82 4.08
H -1.94 2.66 -2.96
H 0.26 -0.28 3.44
H -0.70 -5.60 1.01
H 1.39 1.95 3.53
H 2.33 7.39 0.34
H 2.59 -8.22 -0.02
H -4.02 10.43 -2.99
H 1.08 -8.00 8.13
H -0.30 -1.54 -9.93
H 2.86 -8.49 10.12
H -4.27 2.09 -2.21
H 5.14 4.35 -0.38
H -5.22 4.28 -0.93
H -1.13 -3.14 6.88
H 3.66 -4.72 8.49
H 1.04 5.06 0.84
H -6.35 11.04 -2.30
H 2.09 -2.46 -9.05
H -2.99 -1.64 6.40
H -1.03 2.47 1.08
H 0.37 -0.09 -6.06
H -0.63 -1.54 -4.49
H 4.65 6.80 -0.36
H -1.44 3.85 2.05
H -1.30 -0.02 -7.93
H -3.25 6.14 -1.05
H -3.04 -1.46 -0.87
```

***

No. 2
Molecular formula: C46H55LaN10O4P4Se2
Method: DFT, ωB97M-V/def2-TZVPD

LUMO (eV): -4.79
Net charge: +2
HOMO-LUMO gap (eV): 6.77
Highest occupied orbital energy (eV): -11.56

XYZ file:
```
122
C46H55LaN10O4P4Se2 ωB97M-V/def2-TZVPD
La -0.27 -0.92 -0.89
Se -2.43 5.63 1.39
Se -3.14 -0.35 -0.19
P -2.83 1.74 0.52
P -0.50 -2.84 2.35
P -1.28 5.38 -0.37
P -1.45 -4.34 0.12
O -1.30 -3.17 -0.80
O -1.62 -3.81 1.61
O 0.54 0.28 -2.90
O 0.09 -1.94 1.32
N -0.16 1.54 -0.34
N 0.53 -3.88 2.92
N 6.92 -3.43 -2.51
N 7.52 -1.99 -0.95
N -1.34 -2.06 3.57
N -0.24 -5.37 -0.10
N 2.29 -2.07 -1.05
N 0.82 2.20 -0.89
N 0.52 3.49 -0.96
N -2.85 -5.11 -0.07
C 2.79 -2.27 -2.26
C -6.13 4.00 -0.09
C 5.00 -2.40 -1.44
C 1.93 7.46 -1.83
C -4.09 -4.68 0.46
C 3.16 -1.91 -0.02
C 1.11 6.35 -1.53
C -0.73 3.70 -0.46
C -4.99 3.43 0.43
C -4.23 1.72 2.84
C -1.97 2.57 2.99
C 10.02 -2.41 -1.09
C 0.95 -5.10 -0.85
C -0.07 7.77 0.14
C 0.84 8.80 -0.10
C -5.67 2.92 -2.22
C 10.49 -4.05 -2.88
C 6.47 -2.57 -1.65
C 8.24 -3.50 -2.34
C 0.13 6.55 -0.55
C -4.40 2.00 4.21
C 4.51 -2.17 -0.16
C -3.26 6.34 -2.17
C 1.88 8.64 -1.08
C -6.45 3.80 -1.42
C 9.16 -4.25 -3.06
C 10.92 -3.09 -1.89
C -3.98 6.41 -3.33
C -4.15 2.64 -0.32
C -2.28 5.03 -4.34
C -1.16 2.41 -0.01
C -3.38 2.61 4.94
C -4.53 2.43 -1.67
C -1.11 -2.30 5.01
C -0.31 -6.70 0.59
C 4.16 -2.40 -2.50
C -2.12 5.58 -1.97
C 0.14 -5.08 3.70
C 8.67 -2.60 -1.33
C -2.11 2.86 4.39
C -1.57 4.96 -3.10
C -2.59 -1.35 3.40
C -2.93 -5.78 -1.43
C -3.01 2.00 2.27
C 1.98 -3.64 3.04
C -3.50 5.75 -4.46
H -3.65 -5.21 -2.09
H 2.10 -2.28 -3.09
H 1.75 -5.69 -0.42
H -5.07 1.34 2.28
H -4.04 -4.28 1.44
H 0.50 0.28 -3.87
H 2.61 9.41 -1.20
H -2.54 -0.73 2.46
H -3.41 -2.00 3.62
H -0.91 -5.25 3.68
H -5.83 2.71 -3.29
H -4.96 6.89 -3.35
H 0.76 -6.96 0.75
H -1.30 3.35 4.91
H -3.55 2.84 5.98
H -4.66 3.71 1.45
H -6.81 4.53 0.50
H -0.82 -1.32 5.48
H 7.45 -1.13 -0.45
H -4.00 5.74 -5.40
H 0.87 -5.38 -1.90
H -2.51 -0.56 4.23
H -1.95 -5.66 -1.88
H -0.91 7.93 0.69
H 2.73 7.41 -2.56
H 4.37 -2.42 -3.56
H -3.28 -6.81 -1.26
H -1.82 4.57 -5.23
H 11.21 -4.58 -3.39
H -4.78 -5.50 0.51
H 8.70 -4.98 -3.74
H 2.53 -3.97 2.14
H -0.89 -7.43 0.02
H 5.14 -2.15 0.68
H -2.01 -2.52 5.60
H 0.66 -5.95 3.24
H 1.28 -4.07 -0.84
H 0.53 -5.12 4.77
H 2.42 -4.24 3.90
H -3.79 1.93 -2.32
H -1.07 2.92 2.54
H 0.95 1.15 -2.74
H -7.32 4.31 -1.99
H 10.35 -1.80 -0.34
H 2.76 -1.73 0.96
H -0.88 -6.58 1.51
H -0.66 4.35 -3.01
H 2.14 -2.57 3.14
H 1.15 5.50 -2.15
H -4.54 -3.92 -0.20
H -3.74 6.78 -1.25
H -0.42 -3.13 5.11
H 0.88 9.80 0.39
H -5.40 1.87 4.55
H 12.00 -2.90 -1.68
```

***

No. 3
Molecular formula: C46H56Cl10F3N7NiO3
Method: DFT, ωB97M-V/def2-TZVPD

LUMO (spin up / spin down) (eV): 2.10 / 2.10
Expectation value of S²: 3.7705
Net charge: -1
Spin multiplicity: 4
HOMO-LUMO gap (spin up / spin down) (eV): 3.07 / 7.02
Highest occupied orbital energy (spin up / spin down) (eV): -0.97 / -4.92

XYZ file:
```
126
C46H56Cl10F3N7NiO3 ωB97M-V/def2-TZVPD
Ni -0.23 0.82 2.02
Cl 5.95 -4.78 1.97
Cl 1.13 -1.74 -4.13
Cl 5.41 0.92 -0.12
Cl 7.00 0.96 2.44
Cl -2.68 0.81 -6.39
Cl 6.30 -2.02 0.98
Cl -4.73 1.45 -4.34
Cl -2.04 6.23 -1.47
Cl -0.55 -3.19 -6.12
Cl -2.66 5.68 1.17
F -1.24 2.72 -2.42
F 0.85 2.52 -1.89
F 0.01 1.13 -3.19
O 1.31 -0.12 3.20
O 0.44 0.35 -0.20
O -1.37 1.35 0.26
N -1.34 -1.08 2.22
N 0.94 2.55 1.83
N -6.03 -0.17 0.44
N -1.48 1.55 3.51
N 3.55 0.72 -5.87
N -3.05 -1.84 -3.42
N 0.72 -4.58 -0.42
C -2.06 1.89 5.85
C 4.84 0.31 -5.83
C 2.20 2.55 1.24
C -4.20 -2.85 -1.06
C -6.67 1.90 1.60
C 3.78 1.63 -3.65
C -3.09 2.78 5.55
C -0.69 0.90 -0.86
C -0.71 -2.29 2.38
C 1.45 -5.31 0.52
C 3.30 -5.51 -1.05
C -5.57 2.61 1.05
C 5.22 -3.40 1.07
C 0.52 3.84 2.10
C -6.84 0.58 1.22
C 1.22 4.98 1.93
C -4.70 1.83 0.22
C 2.21 -1.26 0.08
C 2.66 -5.86 0.18
C -4.39 -1.89 -3.24
C 3.03 3.69 1.05
C -1.38 -3.51 2.41
C 2.69 -4.61 -1.85
C -2.81 -2.83 -1.20
C -5.01 -2.35 -2.06
C -0.02 -1.63 -5.47
C 3.02 1.35 -4.80
C -2.58 2.33 3.26
C 5.12 1.16 -3.63
C -0.30 1.82 -2.10
C 2.53 4.92 1.42
C 1.38 -4.18 -1.53
C -2.39 4.93 -0.34
C 2.35 -0.07 4.11
C -2.75 -3.59 2.57
C 5.80 1.78 1.48
C -2.27 -2.33 -2.37
C -4.95 0.49 -0.06
C 1.15 -0.74 -0.83
C -2.76 -1.15 2.33
C -1.33 1.26 4.85
C -3.42 2.98 4.19
C 5.63 0.46 -4.72
C -3.47 -2.41 2.47
C 3.59 -0.83 3.56
C -3.03 1.65 -4.88
H -0.80 -4.42 2.48
H 5.22 -0.22 -6.68
H -4.34 -0.09 -0.74
H 0.86 -3.54 -2.23
H -1.54 4.26 -0.21
H -3.21 -4.56 2.51
H 3.21 -6.48 0.87
H -2.91 2.72 -5.04
H -7.73 0.13 1.64
H 1.03 -5.64 1.46
H -0.50 3.98 2.43
H -5.03 -1.58 -4.06
H -3.29 4.36 -0.60
H 6.03 2.82 1.28
H -4.54 -2.47 2.51
H -7.47 2.46 2.07
H 3.16 -4.29 -2.77
H -1.86 1.71 6.89
H -0.53 0.56 5.08
H 6.67 0.17 -4.62
H -4.51 -2.95 -0.04
H 4.02 3.56 0.63
H -5.43 3.68 1.15
H 0.37 -2.30 2.35
H 0.77 5.95 2.11
H 2.01 1.71 -4.94
H 2.09 -0.46 5.10
H 4.93 1.74 2.14
H -1.20 -2.33 -2.52
H -3.29 -0.22 2.16
H 0.54 -1.61 -1.03
H 0.41 -1.03 -6.28
H -6.07 -2.16 -1.95
H -2.84 2.56 2.23
H 3.03 5.85 1.19
H 2.85 -0.42 0.37
H -2.41 1.18 -4.11
H 4.45 -0.86 4.23
H 1.59 -0.40 -1.77
H 1.70 -1.78 0.89
H 2.82 -1.96 -0.47
H -1.24 0.09 -1.33
H 4.93 -3.68 0.06
H 4.29 -5.86 -1.29
H 3.38 -1.85 3.23
H 5.70 1.32 -2.74
H -3.83 2.20 -0.30
H -4.16 3.76 4.02
H 2.69 0.96 4.27
H 2.68 1.58 1.12
H -3.51 3.37 6.35
H 3.27 2.17 -2.86
H 4.26 -3.12 1.51
H -2.11 -3.25 -0.49
H 3.86 -0.34 2.62
H -0.96 -1.20 -5.11
```

***

No. 4
Molecular formula: C46H57BrI2NO3PSTa
Method: DFT, ωB97M-V/def2-TZVPD

LUMO (eV): 1.15
Net charge: -1
HOMO-LUMO gap (eV): 5.72
Highest occupied orbital energy (eV): -4.57

XYZ file:
```
113
C46H57BrI2NO3PSTa ωB97M-V/def2-TZVPD
Ta 1.54 1.90 -2.30
I 3.38 5.60 -3.47
I -1.41 2.01 -5.43
Br 3.67 0.02 -5.80
S 0.94 -0.26 -3.45
P 0.26 3.31 -4.15
O 1.22 6.04 -1.60
O 4.74 -0.03 -3.27
O -0.73 4.51 -3.56
N -4.96 1.55 -3.13
C 4.05 0.65 -3.94
C 3.78 -2.38 -11.86
C -0.83 2.83 3.02
C 3.43 1.92 -3.64
C 3.19 -3.51 7.46
C 5.02 -2.07 -11.34
C -5.24 -3.43 4.66
C -4.03 0.43 -2.88
C -4.23 -3.79 3.78
C 3.15 -2.34 5.36
C -5.92 -0.16 0.67
C 6.24 -0.59 2.28
C -1.37 2.54 -0.88
C -2.64 -3.72 5.57
C -0.20 1.54 -0.89
C -2.89 0.76 -1.90
C 2.06 3.87 -1.20
C 2.66 -2.37 -11.03
C -3.02 2.64 4.71
C 5.15 -1.75 -9.99
C -6.65 0.22 -0.45
C -6.38 -1.17 1.50
C -3.65 -3.37 6.46
C -7.59 -1.80 1.22
C 2.83 -2.40 6.71
C 5.92 -0.64 3.63
C 5.17 1.56 2.12
C -1.08 3.84 3.93
C 5.86 0.51 1.52
C 3.84 -3.39 4.77
C -4.95 -3.23 6.00
C 2.79 0.80 -0.76
C 4.86 1.51 3.47
C -7.86 -0.41 -0.72
C -8.33 -1.42 0.11
C 3.88 -4.56 6.87
C 4.20 -4.50 5.52
C -2.18 3.74 4.78
C 5.23 0.40 4.22
C -1.67 1.73 2.95
C 4.04 -1.74 -9.17
C 2.00 5.17 -1.85
C 2.79 -2.05 -9.69
C -2.58 2.24 -1.77
C -2.93 -3.93 4.23
C -2.76 1.63 3.79
H -3.16 0.37 -0.92
H 4.08 -3.35 3.71
H 6.12 -1.50 -9.58
H 4.31 2.32 3.93
H 2.29 -1.58 7.17
H 4.16 2.58 -3.16
H -0.99 3.54 -1.09
H 3.12 2.39 -4.57
H 6.20 -1.50 4.22
H 2.93 -3.55 8.51
H 6.78 -1.40 1.82
H -5.74 -2.95 6.69
H 2.24 0.71 0.18
H -0.43 4.70 3.98
H -0.53 0.51 -0.96
H -3.62 0.07 -3.82
H 3.08 3.68 -0.87
H -4.46 -3.94 2.73
H -5.80 -1.47 2.36
H -3.44 2.71 -1.30
H 1.92 -2.03 -9.05
H 1.41 3.91 -0.32
H 4.74 -5.32 5.06
H 2.87 -1.48 4.77
H -4.59 -0.41 -2.46
H -1.74 2.60 0.14
H 4.97 0.36 5.27
H -4.48 2.19 -3.75
H -7.95 -2.59 1.87
H -2.14 -4.20 3.54
H -2.50 2.70 -2.75
H 0.54 -0.95 -2.38
H -0.41 4.87 -2.72
H -2.38 4.53 5.50
H -6.26 -3.31 4.31
H 6.09 0.55 0.47
H -3.87 2.57 5.38
H 0.02 2.89 2.35
H 1.69 -2.61 -11.44
H 3.68 -2.64 -12.90
H -2.01 0.23 -2.25
H -9.27 -1.91 -0.11
H -4.98 0.33 0.89
H 3.01 -0.19 -1.15
H -3.42 0.77 3.74
H 5.90 -2.07 -11.98
H 4.13 -1.49 -8.12
H 4.87 2.41 1.52
H -8.44 -0.11 -1.59
H 4.16 -5.42 7.46
H -3.42 -3.21 7.50
H 0.27 1.60 0.09
H -5.74 1.17 -3.65
H -1.47 0.94 2.23
H 3.72 1.33 -0.58
H -6.28 1.00 -1.09
H -1.62 -3.83 5.93
```

***

Look up the net charge of the second one. +2